(1)
Here is a molecular structure, C19H19BrN5O7SW at a distorted geometry from OMol25. Energies are from the ωB97M-V functional and the def2-TZVPD basis.

Charge ... +3
Frontier orbital gap ... 5.2025 eV
DFT total energy ... -4574.1508 a.u.

CARTESIAN COORDINATES (ANGSTROEM)
W  0.630  -0.113  -0.087
C  3.046  2.952  4.051
C  2.926  1.904  3.021
C  2.118  0.771  3.247
C  2.043  -0.239  2.325
C  2.747  -0.129  1.070
C  3.621  0.980  0.876
C  3.674  1.971  1.817
S  2.698  -1.611  0.016
O  3.750  -2.533  0.007
O  1.294  -2.003  0.476
N  2.098  -0.956  -1.329
C  2.817  -0.099  -2.273
C  1.866  1.081  -2.487
O  1.750  1.763  -3.428
O  1.055  1.192  -1.350
H  2.200  2.946  4.735
H  3.176  3.944  3.617
H  3.949  2.759  4.647
H  1.566  0.694  4.174
H  1.529  -1.156  2.581
H  4.287  1.031  0.024
H  4.338  2.812  1.655
H  2.992  -0.607  -3.219
H  3.779  0.257  -1.902
Br  -3.443  0.826  -2.837
C  -3.362  1.390  -1.039
C  -4.518  1.762  -0.344
N  -4.471  2.185  0.906
C  -3.320  2.272  1.547
C  -2.117  1.912  0.935
C  -2.146  1.478  -0.392
C  -0.851  1.914  1.710
O  -0.646  2.367  2.776
O  0.187  1.271  0.993
H  -5.491  1.727  -0.822
H  -3.345  2.618  2.574
H  -1.217  1.316  -0.957
C  -3.196  -3.844  -2.556
N  -2.313  -2.970  -1.786
C  -2.425  -2.764  -0.350
C  -1.399  -1.705  -0.163
O  -1.028  -1.050  0.856
N  -0.804  -1.398  -1.309
C  -1.372  -2.197  -2.296
N  -1.002  -2.163  -3.552
H  -3.906  -4.316  -1.882
H  -2.633  -4.631  -3.057
H  -3.762  -3.267  -3.290
H  -2.172  -3.664  0.222
H  -3.423  -2.451  -0.027
H  -0.312  -1.504  -3.874
H  -1.463  -2.725  -4.253

Computed natural (NBO) charges, given in elementary charges: 2.27, -0.69, 0.22, -0.14, -0.16, -0.45, -0.13, -0.17, 2.28, -0.73, -0.86, -0.85, -0.37, 0.77, -0.37, -0.63, 0.27, 0.27, 0.31, 0.27, 0.28, 0.26, 0.27, 0.29, 0.26, 0.13, -0.13, 0.08, -0.33, 0.12, -0.22, -0.19, 0.80, -0.42, -0.67, 0.25, 0.25, 0.21, -0.44, -0.32, -0.31, 0.72, -0.59, -0.62, 0.69, -0.71, 0.27, 0.25, 0.24, 0.30, 0.30, 0.44, 0.45



(2)
Here is a molecular structure, C19H19ClF6MoN2O5Se2 at a distorted geometry from OMol25. Energies are from the ωB97M-V functional and the def2-TZVPD basis.

Charge ... +2
Frontier orbital gap (spin up / spin down) ... 7.3010 / 4.7432 eV
2S+1 ... 3
DFT total energy ... -7150.9927 a.u.

CARTESIAN COORDINATES (ANGSTROEM)
Mo  0.033  0.485  0.062
O  2.296  4.072  3.200
C  3.302  3.652  2.411
O  4.248  4.333  2.171
C  3.132  2.303  1.798
C  4.110  1.538  1.161
Cl  5.764  1.782  1.086
N  3.526  0.443  0.613
N  2.211  0.443  0.863
C  1.982  1.549  1.597
C  0.546  1.614  1.845
O  -0.078  2.274  2.634
O  -0.262  1.866  -0.856
C  4.214  -0.698  0.056
C  4.301  -1.841  0.832
C  5.010  -2.922  0.329
C  5.615  -2.836  -0.917
C  5.515  -1.676  -1.675
C  4.810  -0.586  -1.188
H  1.665  3.373  3.421
H  3.835  -1.883  1.808
H  5.095  -3.826  0.916
H  6.175  -3.678  -1.300
H  5.991  -1.617  -2.644
H  4.728  0.329  -1.760
C  -1.880  4.835  -1.189
Se  -1.169  4.305  0.518
C  -2.668  3.313  1.264
C  -3.140  2.094  0.478
Se  -2.376  0.390  1.088
C  -3.496  -0.754  -0.015
H  -1.895  5.926  -1.194
H  -2.876  4.431  -1.337
H  -1.185  4.479  -1.949
H  -3.470  4.057  1.300
H  -2.371  3.082  2.285
H  -2.974  2.178  -0.594
H  -4.209  1.971  0.647
H  -4.522  -0.557  0.284
H  -3.228  -1.777  0.239
H  -3.343  -0.550  -1.070
C  -1.063  -2.344  -2.154
C  0.067  -2.468  -1.145
O  0.134  -1.379  -0.262
C  -0.136  -3.708  -0.248
F  -1.352  -3.628  0.327
F  -0.085  -4.818  -0.973
F  0.758  -3.778  0.729
C  1.421  -2.521  -1.909
F  1.314  -3.193  -3.048
F  2.399  -3.059  -1.194
F  1.776  -1.254  -2.216
H  -2.020  -2.345  -1.642
H  -1.047  -3.178  -2.851
H  -0.944  -1.422  -2.726

Computed natural (NBO) charges, given in elementary charges: 1.49, -0.65, 0.77, -0.49, -0.24, 0.21, 0.21, -0.16, -0.28, 0.00, 0.38, -0.54, -0.61, 0.14, -0.22, -0.18, -0.17, -0.18, -0.23, 0.49, 0.23, 0.24, 0.24, 0.24, 0.23, -0.84, 1.03, -0.63, -0.57, 0.56, -0.77, 0.29, 0.26, 0.29, 0.28, 0.29, 0.25, 0.27, 0.26, 0.27, 0.24, -0.65, 0.10, -0.69, 0.97, -0.33, -0.29, -0.29, 0.97, -0.29, -0.30, -0.33, 0.23, 0.28, 0.23



(3)
Here is a molecular structure, C19H19EuN2O6S2 at a distorted geometry from OMol25. Energies are from the ωB97M-V functional and the def2-TZVPD basis.

Charge ... 0
Frontier orbital gap (spin up / spin down) ... 6.9012 / 6.0086 eV
2S+1 ... 7
DFT total energy ... -2803.0430 a.u.

CARTESIAN COORDINATES (ANGSTROEM)
Eu  -1.826  0.697  -0.258
C  -2.281  0.495  -3.622
O  -1.299  0.107  -2.649
C  0.020  -0.036  -3.033
C  0.396  -0.119  -4.362
C  1.740  -0.276  -4.678
C  2.691  -0.356  -3.673
C  2.313  -0.273  -2.345
C  0.971  -0.103  -1.991
N  0.515  0.035  -0.676
N  1.466  -0.028  0.225
C  1.186  0.107  1.530
C  -0.093  0.037  2.211
O  -1.158  -0.361  1.601
C  -0.178  0.405  3.586
C  0.927  0.716  4.305
C  2.232  0.676  3.713
C  3.370  0.955  4.485
C  4.624  0.921  3.924
C  4.765  0.604  2.572
C  3.661  0.335  1.796
C  2.367  0.364  2.347
H  -1.950  1.394  -4.141
H  -3.189  0.711  -3.055
H  -2.456  -0.325  -4.321
H  -0.343  -0.060  -5.145
H  2.040  -0.334  -5.715
H  3.735  -0.473  -3.925
H  3.048  -0.319  -1.556
H  -1.167  0.413  4.025
H  0.843  0.992  5.348
H  3.243  1.199  5.532
H  5.497  1.137  4.526
H  5.749  0.571  2.124
H  3.779  0.095  0.752
O  -2.688  2.441  1.013
S  -3.375  2.729  -0.302
O  -4.266  3.837  -0.317
O  -4.005  1.383  -0.642
O  -2.215  2.792  -1.269
C  -2.012  -3.211  -0.075
S  -3.116  -1.992  -0.795
C  -4.363  -1.896  0.492
H  -1.565  -2.837  0.848
H  -1.219  -3.416  -0.790
H  -2.546  -4.139  0.118
H  -4.868  -2.854  0.614
H  -5.087  -1.137  0.198
H  -3.916  -1.604  1.446

Computed natural (NBO) charges, given in elementary charges: 1.91, -0.26, -0.54, 0.29, -0.28, -0.18, -0.23, -0.20, 0.13, -0.35, -0.37, 0.22, 0.32, -0.75, -0.25, -0.15, -0.07, -0.17, -0.18, -0.22, -0.15, -0.02, 0.21, 0.23, 0.19, 0.23, 0.22, 0.22, 0.24, 0.23, 0.22, 0.21, 0.22, 0.22, 0.23, -1.02, 2.52, -0.92, -1.05, -1.03, -0.75, 0.25, -0.75, 0.24, 0.24, 0.23, 0.23, 0.26, 0.23